Entry from the OMol25 dataset: a structure of composition C38H47MgN8O2P in a non-equilibrium geometry (ωB97M-V/def2-TZVPD).

The value obtained for the HOMO-LUMO gap is 6.446 eV. For the total energy, the calculation gives -2606.33457 hartree. The spin multiplicity is 1. As for the charge: 0. As for the HOMO energy: -7.264 eV. For the LUMO energy, the calculation gives -0.818 eV. The value obtained for the largest force on an atom is 1.1 eV Å⁻¹.

CARTESIAN COORDINATES (ANGSTROEM)
Mg: 0.360 1.139 -1.141
C: -0.430 -0.023 -3.847
O: 0.585 0.819 -3.276
C: 1.892 0.505 -3.620
C: 2.269 0.179 -4.913
C: 3.592 -0.117 -5.201
C: 4.544 -0.082 -4.191
C: 4.178 0.270 -2.907
C: 2.851 0.582 -2.603
N: 2.388 0.989 -1.341
N: 3.312 1.192 -0.482
C: 3.066 1.642 0.760
C: 1.770 2.013 1.248
O: 0.722 1.921 0.539
C: 1.674 2.523 2.590
C: 2.755 2.625 3.391
C: 4.063 2.252 2.945
C: 5.177 2.342 3.796
C: 6.427 1.983 3.361
C: 6.595 1.532 2.047
C: 5.519 1.430 1.198
C: 4.225 1.776 1.627
H: -0.365 -0.053 -4.934
H: -1.388 0.397 -3.550
H: -0.351 -1.026 -3.430
H: 1.537 0.158 -5.709
H: 3.870 -0.378 -6.212
H: 5.574 -0.328 -4.413
H: 4.905 0.302 -2.109
H: 0.685 2.787 2.945
H: 2.650 2.995 4.405
H: 5.030 2.698 4.809
H: 7.278 2.041 4.028
H: 7.583 1.261 1.697
H: 5.648 1.075 0.186
N: -0.558 -0.536 -0.938
P: -1.168 -1.459 0.111
N: -2.196 -0.700 1.248
C: -2.522 0.699 0.954
C: -3.448 1.296 2.015
C: -3.069 0.754 3.387
C: -3.340 -0.756 3.433
C: -3.209 -1.383 2.035
N: -0.076 -2.444 0.939
C: 1.296 -1.987 1.102
C: 1.525 -1.446 2.512
C: 1.210 -2.527 3.544
C: -0.213 -3.046 3.338
C: -0.427 -3.483 1.889
N: -2.196 -2.705 -0.453
C: -3.471 -2.258 -1.024
C: -3.473 -2.371 -2.546
C: -3.366 -3.847 -2.961
C: -2.562 -4.640 -1.916
C: -1.527 -3.745 -1.247
H: -2.977 0.820 -0.041
H: -1.582 1.245 0.941
H: -4.490 1.045 1.799
H: -3.368 2.386 1.985
H: -3.623 1.263 4.178
H: -2.004 0.943 3.552
H: -4.353 -0.947 3.797
H: -2.652 -1.229 4.135
H: -4.187 -1.343 1.533
H: -2.947 -2.435 2.115
H: 1.487 -1.224 0.348
H: 1.977 -2.831 0.920
H: 0.849 -0.598 2.660
H: 2.552 -1.085 2.626
H: 1.321 -2.129 4.557
H: 1.924 -3.350 3.436
H: -0.918 -2.245 3.573
H: -0.417 -3.888 4.006
H: -1.462 -3.781 1.720
H: 0.201 -4.364 1.687
H: -3.646 -1.221 -0.733
H: -4.295 -2.856 -0.613
H: -2.613 -1.808 -2.915
H: -4.377 -1.917 -2.957
H: -2.879 -3.918 -3.936
H: -4.362 -4.282 -3.065
H: -2.064 -5.491 -2.382
H: -3.227 -5.037 -1.145
H: -0.878 -3.302 -2.018
H: -0.888 -4.330 -0.587
N: -4.019 7.284 -2.323
C: -3.323 6.384 -2.170
C: -2.462 5.258 -1.974
C: -1.916 4.580 -3.061
C: -1.121 3.476 -2.818
N: -0.833 3.033 -1.593
C: -1.322 3.715 -0.554
C: -2.147 4.816 -0.691
H: -2.111 4.914 -4.069
H: -0.690 2.921 -3.642
H: -1.022 3.367 0.424
H: -2.534 5.327 0.179

Entry from the OMol25 dataset: a structure of composition C38H47N4O3PrS3Se2 in a non-equilibrium geometry (ωB97M-V/def2-TZVPD).

The value obtained for the HOMO-LUMO gap (spin up / spin down) is 6.012 / 6.046 eV. For the total energy, the calculation gives -8435.42086 hartree. The spin multiplicity is 3. As for the charge: -2. As for the HOMO energy (spin up / spin down): -2.285 / -2.319 eV. For the LUMO energy (spin up / spin down), the calculation gives 3.726 / 3.726 eV. The value obtained for the largest force on an atom is 3.3 eV Å⁻¹.

CARTESIAN COORDINATES (ANGSTROEM)
Pr: -0.478 0.372 -0.402
C: 2.347 -3.342 -1.070
S: 2.157 -3.773 -2.845
C: 1.597 -2.102 -3.390
S: 1.422 -1.823 -5.126
N: 1.474 -1.339 -2.388
N: 0.949 -0.101 -2.483
C: 1.336 0.746 -3.371
C: 0.687 2.091 -3.296
C: 0.922 3.032 -4.263
C: 0.258 4.251 -4.172
C: -0.527 4.524 -3.069
C: -0.767 3.518 -2.193
N: -0.187 2.304 -2.265
H: 2.817 -4.178 -0.537
H: 1.416 -3.162 -0.641
H: 2.930 -2.442 -1.005
H: 2.019 0.619 -4.136
H: 1.461 2.779 -5.165
H: 0.465 4.960 -4.907
H: -0.908 5.496 -2.956
H: -1.573 3.606 -1.456
O: 2.780 3.377 4.560
C: 2.120 4.244 3.599
C: 1.529 3.535 2.406
C: 0.915 4.619 1.474
O: -0.039 5.550 2.013
C: 0.414 2.608 3.008
Se: -1.194 2.091 1.949
C: 2.591 2.705 1.675
Se: 2.211 1.947 -0.136
H: 3.213 2.660 4.148
H: 2.832 4.993 3.304
H: 1.286 4.771 4.020
H: 0.443 4.078 0.641
H: 1.744 5.274 1.011
H: -0.881 5.021 2.116
H: -0.036 3.106 3.853
H: 0.709 1.644 3.389
H: 2.716 1.755 2.232
H: 3.603 3.263 1.647
C: 4.774 -4.773 4.557
C: 3.989 -3.780 3.779
C: 2.664 -3.679 3.970
C: 1.870 -2.711 3.240
C: 0.443 -2.596 3.528
C: 2.591 -1.904 2.335
C: 1.906 -0.859 1.627
O: 0.701 -0.631 1.598
C: 4.032 -2.029 2.087
C: 4.780 -1.091 1.111
C: 4.736 -2.965 2.850
H: 4.162 -5.163 5.352
H: 5.583 -4.314 5.105
H: 5.184 -5.578 3.943
H: 2.209 -4.277 4.757
H: 0.156 -3.440 4.131
H: -0.201 -2.603 2.660
H: 0.299 -1.693 4.116
H: 2.536 -0.172 1.077
H: 4.322 -0.997 0.105
H: 5.843 -1.432 1.120
H: 4.693 -0.120 1.558
H: 5.801 -3.255 2.722
S: -1.438 -2.449 -0.581
C: -2.534 -2.706 0.787
C: -2.537 -3.933 1.370
C: -3.383 -4.220 2.442
C: -4.152 -3.233 2.989
C: -4.075 -1.943 2.451
C: -3.315 -1.683 1.339
H: -1.906 -4.750 0.959
H: -3.395 -5.216 2.897
H: -4.729 -3.369 3.878
H: -4.650 -1.136 2.916
H: -3.336 -0.734 0.852
C: -2.632 0.387 -5.861
N: -2.856 -0.532 -4.750
C: -3.956 -1.449 -4.822
C: -2.426 -0.124 -3.440
C: -3.270 0.833 -2.582
C: -4.448 1.321 -3.092
C: -5.245 2.148 -2.307
C: -4.970 2.337 -0.966
C: -3.832 1.766 -0.391
C: -2.920 1.071 -1.205
H: -2.437 -0.219 -6.782
H: -1.684 0.890 -5.582
H: -3.440 1.083 -6.079
H: -3.790 -2.148 -5.706
H: -4.978 -1.055 -4.879
H: -3.881 -2.226 -3.968
H: -1.373 0.327 -3.462
H: -2.328 -1.046 -2.854
H: -4.641 1.259 -4.178
H: -6.154 2.549 -2.804
H: -5.566 2.982 -0.319
H: -3.569 2.003 0.630

Entry from the OMol25 dataset: a structure of composition C38H48MnN4O5S6Si (ωB97M-V/def2-TZVPD).

The value obtained for the HOMO-LUMO gap (spin up / spin down) is 5.890 / 6.026 eV. For the total energy, the calculation gives -5902.11297 hartree. The spin multiplicity is 6. As for the charge: -2. As for the HOMO energy (spin up / spin down): -1.884 / -2.022 eV. For the LUMO energy (spin up / spin down), the calculation gives 4.006 / 4.004 eV. The value obtained for the largest force on an atom is 0.3 eV Å⁻¹.

CARTESIAN COORDINATES (ANGSTROEM)
Mn: 0.079 1.662 -0.426
S: -1.172 3.833 -0.580
C: -2.667 3.452 0.267
C: -3.650 4.449 0.356
C: -4.846 4.264 1.027
C: -5.097 3.046 1.649
C: -4.144 2.043 1.574
C: -2.932 2.205 0.890
S: -1.815 0.837 0.886
H: -3.441 5.399 -0.123
H: -5.574 5.067 1.069
H: -6.022 2.876 2.190
H: -4.322 1.090 2.061
O: -2.410 -2.470 -5.736
C: -3.166 -1.463 -5.114
C: -2.355 -0.522 -4.253
C: -2.962 0.417 -3.432
C: -2.188 1.158 -2.557
N: -0.869 0.989 -2.443
C: -0.282 0.119 -3.261
C: -0.978 -0.635 -4.194
C: 1.157 -0.114 -3.034
C: 1.969 -0.720 -3.989
C: 3.269 -1.047 -3.659
C: 4.147 -1.816 -4.604
O: 3.961 -3.223 -4.482
C: 3.719 -0.724 -2.383
C: 2.863 -0.076 -1.513
N: 1.605 0.223 -1.830
H: -1.905 -2.956 -5.068
H: -3.961 -1.874 -4.479
H: -3.645 -0.910 -5.926
H: -4.037 0.545 -3.428
H: -2.623 1.896 -1.895
H: -0.475 -1.382 -4.787
H: 1.572 -0.976 -4.962
H: 5.196 -1.563 -4.414
H: 3.915 -1.555 -5.639
H: 3.432 -3.401 -3.695
H: 4.729 -0.964 -2.070
H: 3.165 0.210 -0.518
C: 0.538 -1.312 3.006
C: 1.246 -1.322 1.656
C: 2.579 -2.060 1.754
C: 0.361 -1.981 0.604
O: 1.503 0.021 1.204
Si: 2.080 1.372 1.987
S: 2.280 2.761 0.492
O: 0.965 1.673 3.143
C: 0.628 2.784 3.964
C: 0.309 2.209 5.340
C: 1.783 3.776 4.065
C: -0.599 3.448 3.351
O: 3.448 0.980 2.851
C: 4.837 1.163 2.612
C: 5.238 0.654 1.230
C: 5.188 2.642 2.749
C: 5.546 0.352 3.692
H: -0.353 -0.688 2.948
H: 1.191 -0.915 3.787
H: 0.249 -2.332 3.272
H: 2.415 -3.087 2.089
H: 3.239 -1.558 2.462
H: 3.065 -2.094 0.775
H: 0.293 -3.056 0.786
H: 0.774 -1.835 -0.395
H: -0.647 -1.564 0.631
H: 1.190 1.708 5.749
H: -0.497 1.479 5.254
H: -0.002 3.000 6.028
H: 2.660 3.295 4.505
H: 1.495 4.620 4.696
H: 2.047 4.151 3.075
H: -1.406 2.722 3.255
H: -0.366 3.818 2.350
H: -0.939 4.285 3.970
H: 4.754 1.253 0.458
H: 4.944 -0.392 1.115
H: 6.322 0.726 1.102
H: 4.622 3.228 2.023
H: 6.256 2.799 2.577
H: 4.941 2.993 3.753
H: 5.291 -0.705 3.595
H: 5.228 0.694 4.679
H: 6.630 0.462 3.611
S: -3.836 -6.360 -0.893
C: -2.761 -5.379 -1.715
S: -1.229 -5.913 -2.330
C: -0.858 -4.304 -2.938
N: -1.820 -3.461 -2.697
N: -2.866 -4.077 -2.020
C: -3.923 -3.206 -1.614
C: -5.243 -3.514 -1.906
C: -6.238 -2.627 -1.525
C: -5.914 -1.449 -0.861
C: -4.588 -1.154 -0.576
C: -3.586 -2.034 -0.956
S: 0.609 -3.987 -3.752
H: -5.479 -4.440 -2.412
H: -7.273 -2.860 -1.747
H: -6.695 -0.758 -0.568
H: -4.315 -0.239 -0.063
H: -2.552 -1.791 -0.749